Record 1
{
  "formula": "C19H40O22PS5",
  "method": "ωB97M-V with the def2-TZVPD basis set",
  "species": ["C", "C", "C", "O", "O", "C", "C", "C", "C", "C", "C", "P", "H", "H", "H", "H", "H", "H", "H", "H", "H", "H", "H", "H", "H", "H", "H", "H", "H", "H", "H", "H", "C", "C", "O", "S", "O", "O", "O", "H", "H", "H", "H", "C", "C", "O", "S", "O", "O", "O", "H", "H", "H", "H", "C", "C", "O", "S", "O", "O", "O", "H", "H", "H", "H", "C", "C", "O", "S", "O", "O", "O", "H", "H", "H", "H", "C", "C", "O", "S", "O", "O", "O", "H", "H", "H", "H"],
  "positions_angstrom": [[-5.916449, 2.709886, 0.435815], [-5.119496, 1.673673, 0.530377], [-4.512815, 0.992590, -0.651840], [-5.026488, 1.103496, -1.714926], [-3.439197, 0.252775, -0.385853], [-2.404389, 0.325330, -1.390003], [-1.027494, 0.578287, -0.800207], [-0.356004, -0.662317, -0.197138], [0.503724, -0.383836, 1.043999], [1.334524, 0.906580, 0.982867], [2.673368, 0.767675, 0.235908], [3.283210, 2.405106, -0.584297], [-5.803741, 3.486938, -0.305239], [-6.698162, 2.812295, 1.178354], [-4.900866, 1.257485, 1.510853], [-2.594905, 1.102141, -2.131744], [-2.404664, -0.611452, -1.955969], [-1.132403, 1.353958, -0.040554], [-0.397279, 0.923019, -1.620437], [0.267788, -1.110157, -0.975601], [-1.075213, -1.446251, 0.066948], [-0.173788, -0.311417, 1.914521], [1.143924, -1.228772, 1.256019], [0.778454, 1.774685, 0.621749], [1.599071, 1.149859, 2.017678], [3.437878, 0.503733, 0.980114], [2.675769, -0.044795, -0.505949], [1.910799, 2.956098, -0.726456], [3.486301, 3.011074, 0.739164], [4.693523, 1.931374, -0.525864], [3.164815, 1.817252, -1.901555], [3.779888, 3.647185, -1.195292], [1.441977, 7.199365, 1.019583], [2.688344, 8.044912, 0.839924], [3.705187, 7.347219, 1.556382], [3.417151, 5.751526, 1.467454], [4.214991, 5.224617, 0.432086], [3.418495, 5.238058, 2.789448], [1.894537, 5.851095, 0.953581], [0.991270, 7.364239, 2.002577], [0.700259, 7.383166, 0.245184], [2.570018, 9.052249, 1.233810], [2.983604, 8.096588, -0.211506], [-1.614577, -3.771469, 4.268813], [-0.571270, -2.732023, 4.619671], [0.659776, -3.281438, 4.137522], [0.376377, -4.153801, 2.817957], [0.635623, -3.356534, 1.679866], [0.954453, -5.436201, 2.999951], [-1.219936, -4.269243, 2.986704], [-1.601786, -4.603282, 4.977215], [-2.617654, -3.354846, 4.219472], [-0.512173, -2.543513, 5.688351], [-0.752687, -1.791353, 4.093867], [-2.047214, 0.416410, -5.616860], [-0.799455, 1.258833, -5.785975], [0.211201, 0.552552, -5.066311], [-0.065255, -1.024559, -5.155249], [0.728223, -1.576254, -6.192507], [-0.070723, -1.555210, -3.843751], [-1.585933, -0.937006, -5.685022], [-2.504899, 0.574223, -4.637270], [-2.784007, 0.603346, -6.394528], [-0.915455, 2.263527, -5.387885], [-0.495929, 1.315351, -6.834620], [6.889188, -1.329754, -3.108243], [6.626080, -0.520867, -1.853021], [6.175743, 0.743588, -2.328861], [5.356597, 0.551091, -3.688229], [3.974251, 0.502833, -3.399527], [5.906997, 1.422133, -4.667182], [5.842937, -0.962242, -4.006276], [7.845548, -1.055890, -3.563086], [6.869122, -2.402083, -2.924825], [7.515612, -0.399838, -1.239911], [5.827301, -0.961783, -1.250934], [-6.565411, -6.086755, 3.161448], [-5.180240, -6.617646, 2.855694], [-4.356513, -6.087789, 3.900119], [-5.214734, -5.967240, 5.251128], [-4.957964, -7.104832, 6.055366], [-5.083145, -4.643800, 5.741023], [-6.669781, -6.134326, 4.590930], [-6.671639, -5.047138, 2.844756], [-7.349898, -6.685925, 2.706388], [-4.813825, -6.297912, 1.883944], [-5.148439, -7.707865, 2.915923]],
  "forces_ev_per_angstrom": [[-0.66, 0.90, 0.30], [0.95, -1.44, 0.35], [0.33, 0.86, 1.55], [-0.40, 0.13, -1.99], [0.63, 0.51, 0.30], [0.84, -0.72, -1.05], [-0.51, -0.66, 0.45], [0.38, -0.40, 0.03], [-0.56, 0.89, 0.12], [0.78, -0.53, 0.43], [-0.14, 0.12, 0.42], [0.62, -0.05, -0.78], [-0.67, -0.50, -0.78], [0.52, 0.78, 0.55], [-0.63, -0.63, -0.14], [-0.56, 0.19, 0.30], [-0.05, -0.07, 0.13], [0.13, 0.20, -0.17], [0.02, 0.39, 0.15], [0.03, 0.01, 0.00], [-0.19, 0.16, -0.06], [-0.07, 0.02, -0.12], [0.19, -0.06, -0.11], [-0.10, -0.12, -0.17], [-0.13, 0.13, 0.00], [0.05, 0.03, -0.11], [-0.21, 0.20, -0.14], [-0.47, -0.01, 0.29], [-0.39, -0.14, 0.38], [0.16, -0.29, 0.22], [-0.27, 0.19, 0.00], [-0.08, -0.05, -0.13], [-0.14, 0.14, 0.33], [0.06, -0.01, -0.43], [-0.48, 0.06, 0.32], [0.05, -0.36, -0.30], [0.26, 0.51, 0.29], [0.13, 0.14, 0.11], [0.31, 0.26, -0.11], [0.00, 0.07, -0.02], [0.05, -0.20, -0.07], [0.14, -0.06, 0.16], [-0.08, 0.02, -0.01], [-0.06, -0.23, 0.44], [-0.25, 0.48, -0.26], [-0.14, -0.51, 0.02], [-0.27, 0.34, 0.32], [0.06, -0.46, -0.22], [0.15, -0.02, -0.07], [0.22, 0.23, -0.04], [-0.03, 0.04, 0.02], [0.01, -0.05, -0.21], [0.24, -0.13, -0.01], [-0.03, -0.01, 0.02], [-0.18, 0.22, 0.40], [-0.01, 0.05, -0.48], [-0.30, -0.30, 0.24], [-0.08, 0.50, 0.00], [-0.02, -0.24, 0.00], [0.13, -0.14, 0.05], [0.29, 0.13, -0.21], [-0.01, 0.04, -0.02], [0.05, -0.22, -0.07], [0.18, -0.08, 0.19], [-0.06, 0.03, 0.00], [0.39, 0.11, -0.06], [-0.39, -0.34, 0.31], [0.40, -0.05, -0.67], [-0.13, -0.15, 0.51], [0.14, -0.25, -0.78], [-0.07, 0.07, -0.03], [0.00, 0.06, 0.23], [0.02, -0.02, 0.05], [-0.19, 0.00, -0.11], [-0.02, 0.25, -0.05], [0.04, -0.02, 0.02], [0.02, 0.39, -0.30], [-0.13, -0.49, -0.10], [-0.27, 0.37, 0.16], [-0.11, -0.13, -0.59], [-0.06, 0.09, 0.29], [0.20, 0.00, 0.20], [0.33, -0.25, 0.02], [0.01, -0.02, -0.03], [-0.05, -0.07, 0.23], [0.18, 0.15, 0.14], [-0.03, 0.01, -0.04]],
  "relative_energy_ev": 0.0000,
  "charge": -1,
  "homo_lumo_gap_ev": 4.07
}


Record 2
{
  "formula": "C18H33N2O5",
  "method": "ωB97M-V with the def2-TZVPD basis set",
  "species": ["C", "C", "C", "N", "C", "C", "N", "C", "C", "C", "C", "O", "C", "O", "O", "H", "H", "H", "H", "H", "H", "H", "H", "H", "H", "H", "H", "H", "C", "C", "O", "C", "C", "H", "H", "H", "H", "H", "H", "H", "H", "H", "H", "C", "C", "O", "C", "C", "H", "H", "H", "H", "H", "H", "H", "H", "H", "H"],
  "positions_angstrom": [[-2.312329, -4.306718, -2.014793], [-3.269647, -3.506402, -2.923294], [-2.574124, -3.185428, -4.184239], [-2.017780, -2.956903, -5.162717], [-3.884216, -2.219806, -2.300538], [-2.796326, -1.419903, -1.722689], [-1.944745, -0.792184, -1.269564], [-4.585498, -1.331784, -3.363177], [-5.675393, -2.000721, -4.212558], [-7.057925, -2.155235, -3.554642], [-7.324552, -3.518634, -2.948943], [-7.608143, -4.434515, -4.025236], [-4.891293, -2.578022, -1.101219], [-5.584774, -1.629664, -0.735385], [-4.841082, -3.748957, -0.723760], [-1.768123, -3.643961, -1.342909], [-1.585328, -4.852894, -2.619773], [-2.881411, -5.003947, -1.409808], [-4.102019, -4.157433, -3.202655], [-5.001058, -0.479703, -2.825271], [-3.807711, -0.958960, -4.036269], [-5.342090, -2.974587, -4.582328], [-5.790733, -1.381708, -5.107317], [-7.827247, -2.002662, -4.319953], [-7.186116, -1.394045, -2.784551], [-6.465939, -3.873970, -2.377434], [-8.174701, -3.472070, -2.259953], [-7.478329, -5.325656, -3.691095], [3.999865, 0.965500, 1.859466], [3.643999, 1.164066, 0.394956], [3.053767, 0.040650, -0.222581], [1.824381, -0.402650, 0.341804], [0.720939, 0.636522, 0.346941], [4.664974, 0.108810, 1.979927], [4.503519, 1.853011, 2.247364], [3.115329, 0.796890, 2.474629], [4.553312, 1.351208, -0.179381], [3.006596, 2.049350, 0.279851], [1.992275, -0.789272, 1.354363], [1.524628, -1.247473, -0.277217], [0.970823, 1.497258, 0.972455], [-0.197037, 0.194575, 0.729469], [0.517808, 0.987475, -0.664088], [7.140179, 5.133310, 2.959701], [5.754749, 4.790477, 3.480643], [5.718128, 3.658420, 4.329423], [6.485554, 3.738141, 5.514887], [6.081786, 4.870707, 6.443956], [7.573979, 4.279209, 2.438210], [7.074636, 5.968911, 2.261911], [7.821045, 5.425310, 3.760663], [5.103320, 4.529186, 2.646360], [5.305984, 5.660427, 3.974290], [7.555240, 3.799904, 5.281394], [6.323683, 2.781010, 6.010948], [6.250596, 5.850885, 5.996113], [6.669190, 4.821680, 7.361757], [5.025369, 4.792990, 6.703861]],
  "forces_ev_per_angstrom": [[-0.02, -0.02, -0.05], [0.09, -0.08, -0.07], [-0.04, 0.02, 0.17], [0.04, 0.01, -0.11], [0.08, 0.07, -0.21], [-0.09, 0.05, 0.04], [-0.03, -0.07, -0.05], [0.15, -0.17, 0.04], [-0.08, 0.02, 0.04], [0.04, -0.03, -0.12], [0.10, -0.04, 0.01], [0.02, 0.02, 0.03], [0.29, 0.37, -0.32], [-0.27, 0.35, 0.15], [-0.07, -0.83, 0.25], [0.04, 0.02, -0.05], [-0.05, 0.02, 0.03], [-0.06, 0.07, 0.04], [-0.01, 0.07, 0.11], [-0.02, -0.01, -0.01], [-0.06, 0.04, 0.01], [-0.01, 0.02, -0.05], [0.03, -0.01, 0.04], [-0.02, 0.04, 0.08], [0.00, -0.01, 0.03], [-0.04, 0.01, 0.03], [-0.03, 0.02, -0.07], [0.00, 0.01, 0.00], [-0.03, -0.04, 0.01], [0.04, 0.08, -0.02], [0.03, -0.03, 0.00], [-0.07, -0.07, 0.01], [0.10, 0.12, 0.03], [0.00, 0.00, 0.00], [0.03, -0.01, 0.01], [-0.01, 0.03, 0.00], [0.00, 0.01, 0.00], [-0.02, -0.02, 0.02], [0.01, 0.03, 0.00], [0.00, 0.00, -0.01], [-0.01, -0.04, 0.03], [-0.03, -0.03, -0.05], [-0.02, -0.01, -0.01], [0.03, -0.04, 0.04], [-0.02, 0.04, -0.05], [-0.04, -0.05, -0.02], [0.03, -0.02, 0.05], [-0.04, 0.02, -0.04], [0.00, 0.00, 0.00], [-0.01, -0.01, -0.02], [-0.02, 0.03, 0.00], [-0.01, 0.01, 0.00], [0.03, -0.01, 0.03], [-0.01, 0.03, -0.02], [0.01, 0.00, 0.00], [0.03, 0.00, 0.01], [0.00, -0.02, 0.01], [0.00, 0.00, 0.00]],
  "charge": -1,
  "homo_lumo_gap_ev": 7.59
}